Here is a structure of composition C39H73CrGeN5O6P3 from OMol25. Energies are from wB97M-V/def2-TZVPD.

The expectation value of S² is 6.022. For the HOMO energy (spin up / spin down), the calculation gives -0.16154 / -0.17077 Eh. The HOMO-LUMO gap (spin up / spin down) is 6.894 / 7.143 eV. Its multiplicity is 5. The charge is -1. The calculation puts the energy relative to the best compared isomer or geometry (same formula, charge and spin) at 0.0 kcal/mol.

Atoms and positions in Å:
Cr 0.289 -0.063 0.036
C 1.561 -2.406 5.169
N 1.408 -1.255 4.309
C 1.831 -0.015 4.915
P 0.221 -1.244 3.118
O 0.612 -0.177 2.113
O 0.086 -2.653 2.620
P -2.756 -1.565 1.016
O -1.566 -0.991 0.109
N -3.237 -3.002 0.223
C -2.543 -4.178 0.726
C -3.338 -3.021 -1.223
N -4.083 -0.543 0.444
C -5.419 -1.050 0.708
C -3.943 0.799 0.996
N -1.226 -0.751 3.789
C -1.473 0.641 4.082
C -1.952 -1.673 4.628
H 2.620 -2.557 5.408
H 1.195 -3.296 4.662
H 1.021 -2.288 6.121
H 2.903 -0.048 5.140
H 1.300 0.188 5.859
H 1.656 0.810 4.233
H -2.322 -4.059 1.786
H -1.585 -4.344 0.211
H -3.155 -5.075 0.584
H -3.924 -2.176 -1.584
H -3.826 -3.944 -1.552
H -2.352 -2.971 -1.698
H -5.493 -2.097 0.425
H -6.157 -0.479 0.134
H -5.692 -0.963 1.773
H -2.898 1.105 1.020
H -4.334 0.860 2.024
H -4.491 1.530 0.390
H -0.953 1.271 3.361
H -1.156 0.925 5.097
H -2.548 0.842 4.002
H -1.721 -2.696 4.334
H -3.030 -1.525 4.495
H -1.716 -1.544 5.696
O -0.793 1.698 -0.191
H -1.493 1.437 -0.841
H -0.137 2.218 -0.680
O -2.513 0.436 -1.888
H -2.205 -0.272 -1.254
H -3.465 0.452 -1.728
O 0.948 -2.077 0.098
H 0.676 -2.420 1.004
H 0.264 -2.417 -0.496
C 0.514 -0.294 -2.050
Ge -0.137 0.073 -3.835
C 1.275 -0.512 -5.108
C 2.461 0.207 -5.266
C 3.493 -0.247 -6.076
C 3.365 -1.453 -6.751
C 2.198 -2.188 -6.610
C 1.169 -1.719 -5.801
C -1.711 -0.933 -4.448
C -2.680 -0.337 -5.254
C -3.751 -1.070 -5.749
C -3.869 -2.421 -5.452
C -2.910 -3.031 -4.656
C -1.845 -2.289 -4.163
C -0.491 1.961 -4.320
C 0.086 2.523 -5.460
C -0.141 3.849 -5.813
C -0.961 4.648 -5.032
C -1.564 4.102 -3.906
C -1.334 2.777 -3.561
H 1.436 -0.873 -2.181
H 2.596 1.145 -4.740
H 4.401 0.338 -6.171
H 4.169 -1.817 -7.380
H 2.083 -3.131 -7.131
H 0.263 -2.308 -5.723
H -2.606 0.719 -5.492
H -4.497 -0.584 -6.367
H -4.704 -2.994 -5.836
H -2.996 -4.083 -4.410
H -1.108 -2.776 -3.533
H 0.717 1.918 -6.101
H 0.328 4.255 -6.702
H -1.136 5.682 -5.301
H -2.219 4.710 -3.293
H -1.823 2.368 -2.689
C 4.358 0.448 -2.244
C 4.580 0.656 -0.744
C 4.402 -0.732 -0.101
C 6.018 1.136 -0.526
P 3.181 1.773 -0.126
N 1.868 0.999 -0.035
C 3.061 3.264 -1.294
C 2.294 2.815 -2.557
C 4.378 3.926 -1.713
C 2.196 4.338 -0.611
C 3.675 2.424 1.581
C 4.785 3.477 1.644
C 4.092 1.211 2.428
C 2.418 2.990 2.261
H 5.027 -0.345 -2.593
H 4.569 1.338 -2.836
H 3.335 0.130 -2.439
H 4.884 -1.477 -0.742
H 3.346 -0.991 -0.012
H 4.858 -0.801 0.884
H 6.698 0.437 -1.025
H 6.296 1.156 0.527
H 6.206 2.125 -0.947
H 2.966 2.549 -3.374
H 1.658 3.624 -2.924
H 1.662 1.947 -2.355
H 4.983 3.277 -2.345
H 4.988 4.239 -0.865
H 4.148 4.822 -2.300
H 1.301 3.916 -0.151
H 1.881 5.062 -1.367
H 2.743 4.885 0.157
H 5.702 3.165 1.143
H 5.033 3.658 2.696
H 4.473 4.432 1.222
H 5.071 0.822 2.153
H 3.354 0.410 2.358
H 4.147 1.527 3.474
H 2.151 3.983 1.901
H 2.621 3.080 3.332
H 1.571 2.318 2.118

Löwdin atomic charge list, values in e, 4 entries: 0.676 -0.133 -0.293 -0.136

Here is the ion C28H35F2O4 with charge -1 in a non-equilibrium geometry from OMol25. Energies are from wB97M-V/def2-TZVPD.

For the HOMO energy, the calculation gives -0.12160 Eh. The HOMO-LUMO gap is 5.914 eV. The SMILES is CCOC(=O)[C@@](C)(C(C)=O)[C@@H](c1cc(F)cc(F)c1)c1cc(C(C)(C)C)c([O-])c(C(C)(C)C)c1. The charge is -1.

Atoms and positions in Å:
C 4.996 -1.067 -3.487
C 4.186 -1.536 -2.304
O 2.748 -1.416 -2.602
C 2.015 -1.928 -1.582
O 2.582 -2.476 -0.650
C 0.431 -1.904 -1.688
C -0.033 -0.815 -2.658
C 0.185 -3.339 -2.295
C -1.056 -3.553 -3.136
O 0.970 -4.262 -2.124
C -0.274 -1.670 -0.335
C 0.332 -2.421 0.885
C 0.667 -1.820 2.111
C 1.423 -2.546 3.040
F 1.929 -1.885 4.145
C 1.709 -3.899 2.886
C 1.130 -4.523 1.778
F 1.263 -5.886 1.610
C 0.421 -3.815 0.821
C -0.635 -0.199 -0.013
C -1.978 0.224 -0.019
C -2.359 1.492 0.352
C -3.835 1.998 0.440
C -4.079 2.636 1.822
C -4.843 0.866 0.242
C -4.088 3.062 -0.650
C -1.289 2.475 0.577
O -1.480 3.713 0.399
C 0.042 1.962 0.918
C 1.051 2.892 1.621
C 1.420 4.057 0.685
C 2.345 2.156 1.987
C 0.456 3.487 2.910
C 0.347 0.684 0.480
H 6.055 -1.168 -3.224
H 4.818 -1.672 -4.383
H 4.824 -0.017 -3.756
H 4.415 -2.584 -2.073
H 4.413 -0.919 -1.421
H 0.176 0.189 -2.248
H 0.448 -0.928 -3.629
H -1.129 -0.883 -2.794
H -1.007 -2.969 -4.068
H -1.134 -4.611 -3.410
H -1.961 -3.250 -2.593
H -1.294 -2.128 -0.417
H 0.396 -0.789 2.329
H 2.344 -4.450 3.578
H -0.017 -4.357 -0.009
H -2.765 -0.465 -0.319
H -3.432 3.508 1.963
H -5.127 2.950 1.925
H -3.856 1.904 2.606
H -4.756 0.445 -0.764
H -4.681 0.084 0.989
H -5.872 1.235 0.362
H -3.865 2.637 -1.640
H -5.141 3.392 -0.639
H -3.422 3.922 -0.483
H 0.520 4.633 0.437
H 2.161 4.710 1.170
H 1.847 3.666 -0.248
H 2.145 1.312 2.661
H 2.857 1.797 1.085
H 3.030 2.841 2.510
H 0.133 2.684 3.583
H 1.213 4.089 3.436
H -0.401 4.128 2.676
H 1.369 0.317 0.640

natural (NBO) atomic charge list, values in e, 4 entries: -0.626 -0.072 -0.526 0.823

Here is an isolated molecule of C2H5B in a non-equilibrium geometry from OMol25. Energies are from wB97M-V/def2-TZVPD.

For the HOMO energy, the calculation gives -0.35628 Eh. The HOMO-LUMO gap is 9.835 eV. The SMILES is BC=C. The calculation puts the energy relative to the best compared isomer or geometry (same formula, charge and spin) at 13.5 kcal/mol.

Atoms and positions in Å:
B 1.291 -0.118 0.013
C -0.142 0.505 -0.174
C -1.298 -0.149 0.091
H 2.066 -0.195 -0.882
H 1.709 -0.599 1.058
H -0.017 1.546 -0.545
H -2.293 0.026 -0.232
H -1.318 -1.017 0.672

natural (NBO) atomic charge list, values in e, 4 entries: 0.451 -0.544 -0.330 -0.086

Here is a structure of composition C29H22Cl4N6O2SV in a non-equilibrium geometry from OMol25. Energies are from wB97M-V/def2-TZVPD.

The expectation value of S² is 3.780. For the HOMO energy (spin up / spin down), the calculation gives -0.22162 / -0.26683 Eh. The HOMO-LUMO gap (spin up / spin down) is 5.978 / 7.117 eV. Its multiplicity is 4. The calculation puts the energy relative to the best compared isomer or geometry (same formula, charge and spin) at 34.1 kcal/mol.

Atoms and positions in Å:
V 0.927 -0.573 0.419
Cl -0.144 -3.335 -0.358
C 1.373 -3.885 0.349
Cl 1.650 -2.927 1.795
H 2.164 -3.663 -0.367
H 1.295 -4.939 0.613
Cl 4.413 -1.772 -2.926
C 3.830 -0.221 -2.427
C 4.450 0.926 -2.901
C 4.004 2.181 -2.535
Cl 4.785 3.584 -3.190
C 2.933 2.341 -1.641
C 2.390 3.571 -1.207
C 1.354 3.558 -0.299
C 0.864 2.343 0.179
N 1.328 1.173 -0.241
C 2.335 1.157 -1.139
C 2.739 -0.158 -1.537
O 2.083 -1.147 -1.074
H 5.280 0.836 -3.584
H 2.786 4.496 -1.593
H 0.914 4.480 0.053
H 0.083 2.303 0.931
O 2.798 -0.239 1.371
N 3.213 0.386 2.410
C 4.410 1.023 2.370
C 4.936 1.623 3.486
C 4.235 1.592 4.688
C 2.989 0.975 4.698
C 2.498 0.392 3.559
H 4.904 1.012 1.410
H 5.893 2.116 3.410
H 4.637 2.048 5.577
H 2.390 0.953 5.593
H 1.529 -0.082 3.508
N -0.185 -0.403 1.974
C -0.798 -1.147 2.655
N -1.494 -1.765 3.481
C -1.804 -3.006 3.633
N -2.129 -4.096 3.822
N -0.794 -0.472 -0.676
S -2.195 -0.975 -0.156
C -3.334 0.453 -0.216
C -2.819 1.732 -0.324
C -3.684 2.816 -0.318
C -5.048 2.611 -0.195
C -5.554 1.325 -0.080
C -4.696 0.240 -0.086
C -2.992 -1.849 -1.546
C -3.351 -3.177 -1.383
C -3.948 -3.850 -2.437
C -4.185 -3.195 -3.635
C -3.812 -1.870 -3.791
C -3.211 -1.193 -2.745
H -0.808 -0.055 -1.603
H -1.749 1.876 -0.410
H -3.295 3.822 -0.399
H -5.725 3.451 -0.189
H -6.616 1.165 0.024
H -5.078 -0.766 0.003
H -3.163 -3.678 -0.445
H -4.231 -4.885 -2.320
H -4.658 -3.718 -4.452
H -3.994 -1.358 -4.725
H -2.921 -0.158 -2.861

natural (NBO) atomic charge list, values in e, 4 entries: 0.996 0.028 -0.386 0.069

Q: Number 1 is which compound?
A: C39H73CrGeN5O6P3